# 1
C29H35CsN4O2STe | the ωB97M-V functional and the def2-TZVPD basis

Geometry as ORCA input:
```
! wB97M-V def2-TZVPD RIJCOSX def2/J DEFGRID3
* xyz -2 1
Cs 0.124 -0.034 1.464
Te -4.977 -0.721 -0.462
S 0.538 2.782 -1.479
O 1.889 -2.042 0.713
O 0.988 1.954 3.093
N 2.901 0.176 2.499
N 1.334 -0.351 -1.520
N -1.459 0.295 -1.797
N 3.237 1.364 3.165
C -2.026 1.607 -2.036
C -8.934 -0.122 -2.320
C 3.903 3.853 4.234
C -1.009 2.680 -2.429
C 3.603 -2.199 2.386
C -8.005 -0.889 0.171
C -7.070 -0.599 -0.838
C -6.631 0.131 -3.226
C -0.738 -0.301 -2.908
C -9.862 -0.410 -1.327
C 1.712 1.904 -2.562
C 4.197 5.088 4.792
C 2.788 -2.716 1.317
C 3.035 -4.078 0.954
C 3.963 -4.868 1.593
C 4.729 -4.362 2.644
C -9.371 -0.791 -0.088
C -7.563 -1.303 1.546
C 1.862 5.637 4.817
C 2.584 3.494 3.961
C -7.564 -0.209 -2.099
C -11.342 -0.314 -1.593
C 0.497 -1.081 -2.434
C 2.207 2.161 3.344
C 3.177 5.987 5.088
C 1.571 4.399 4.258
C 3.587 -0.821 2.904
C 4.531 -3.041 3.008
C 2.290 0.598 -2.007
H -0.726 2.600 -3.481
H 3.409 6.953 5.523
H -5.978 -0.713 -3.457
H 1.045 -1.433 -3.331
H -2.216 -0.312 -1.498
H -11.914 -0.477 -0.678
H -5.962 0.947 -2.944
H 0.557 4.097 4.029
H -6.941 -2.199 1.500
H -8.425 -1.490 2.191
H 2.434 -4.472 0.142
H -0.422 0.487 -3.595
H -1.491 3.654 -2.324
H -7.191 0.414 -4.122
H 2.542 2.587 -2.754
H 1.741 -0.964 -0.817
H 5.458 -4.979 3.156
H 2.944 0.845 -1.167
H 5.228 5.354 4.998
H -2.800 1.607 -2.825
H -11.669 -1.058 -2.325
H -6.932 -0.535 1.999
H 4.683 3.141 3.999
H -11.616 0.668 -1.988
H 1.060 6.332 5.041
H -10.070 -1.018 0.713
H 1.212 1.746 -3.517
H -9.286 0.185 -3.303
H 5.122 -2.619 3.816
H 0.157 -1.974 -1.904
H -1.373 -0.973 -3.502
H -2.538 1.904 -1.119
H 2.942 0.188 -2.806
H 4.290 -0.656 3.729
H 4.095 -5.899 1.276
*
```

Results
energy relative to the best compared isomer or geometry (same formula, charge and spin)	12.2	kJ/mol
HOMO level	-1.64	eV
HOMO-LUMO gap	5.44	eV

# 2
C6H6Cl2FeN2O3Sm | the ωB97M-V functional and the def2-TZVPD basis

Geometry as ORCA input:
```
! wB97M-V def2-TZVPD RIJCOSX def2/J DEFGRID3
* xyz 4 11
Sm 0.096 1.083 -7.595
Fe 0.132 0.011 0.009
Cl -0.700 3.358 -7.039
Cl 2.017 -1.104 -0.603
O -0.745 1.700 -10.978
O 0.860 -2.113 -9.195
O -1.161 -2.213 1.621
N 0.136 0.298 1.924
N 0.005 0.008 4.391
C -1.059 0.686 5.130
C 1.066 -0.679 5.130
C 0.017 0.044 3.083
C -0.445 1.424 -9.901
C -0.818 -1.463 0.829
C 0.590 -1.052 -8.780
H -0.837 0.540 6.183
H -2.048 0.251 4.902
H 2.056 -0.252 4.901
H 1.082 -1.756 4.901
H -1.083 1.766 4.902
H 0.841 -0.537 6.186
*
```

Results
energy relative to the best compared isomer or geometry (same formula, charge and spin)	46.6	kJ/mol
HOMO level (alpha / beta)	-21.68 / -21.65	eV
HOMO-LUMO gap (alpha / beta)	5.82 / 5.70	eV

# 3
C4H8N4 | the ωB97M-V functional and the def2-TZVPD basis

Geometry as ORCA input:
```
! wB97M-V def2-TZVPD RIJCOSX def2/J DEFGRID3
* xyz 0 1
N -0.920 -0.374 -0.393
N 2.679 0.072 -0.180
N -2.085 -1.000 0.156
N -2.014 1.731 -0.180
C 0.367 -0.896 -0.223
C 1.227 0.264 0.224
C -0.926 0.980 -0.068
C 0.496 1.328 0.271
H -2.760 0.879 -0.259
H 0.493 -1.505 -1.240
H 0.494 2.367 0.030
H 3.234 1.045 -0.785
H -2.227 -2.018 -0.151
H 3.423 -0.316 0.784
H -1.649 -0.947 1.286
H 0.169 -1.610 0.728
*
```

Results
energy relative to the best compared isomer or geometry (same formula, charge and spin)	641.1	kJ/mol
HOMO level	-8.46	eV
HOMO-LUMO gap	8.93	eV

# 4
C28H40BBrF4InN11S | the ωB97M-V functional and the def2-TZVPD basis

Geometry as ORCA input:
```
! wB97M-V def2-TZVPD RIJCOSX def2/J DEFGRID3
* xyz 2 1
In 1.206 0.314 0.515
Br 3.794 3.053 5.025
S 3.516 0.776 -0.342
F 1.760 -0.645 2.441
F 3.005 -2.082 1.159
F 2.923 -2.383 3.444
F 4.071 -0.593 2.552
N 4.697 -2.424 -2.223
N 2.810 -1.641 -1.442
N -0.717 -0.649 1.092
N -0.303 1.145 -0.957
N -0.313 -2.917 0.833
N 1.480 2.197 1.763
N -1.418 0.746 -2.977
N 0.907 1.038 -2.933
N 4.859 -1.194 -1.654
N -2.526 -2.170 1.142
N 1.500 -1.555 -1.008
C -1.835 3.007 -0.966
C 2.581 3.227 3.608
C 1.924 4.422 3.365
C -0.301 1.000 -2.274
C -1.771 0.278 3.052
C -1.637 1.287 -4.316
C 0.863 3.362 1.508
C 1.058 4.485 2.285
C -3.631 -1.261 0.855
C 2.343 2.137 2.790
C 1.685 2.279 -2.865
C 3.739 -0.694 -1.153
C -1.373 1.872 -0.341
C 2.770 -3.955 -2.474
C -2.547 1.255 3.706
C -2.582 0.133 -2.360
C -1.217 -1.868 1.058
C -1.448 0.405 1.729
C -1.805 1.576 0.991
C -0.718 -3.974 -0.095
C 3.446 -2.700 -2.075
C -2.719 3.898 -0.332
C -2.995 2.336 3.008
C 1.125 0.267 -4.151
C -3.091 3.674 0.960
C -2.633 2.526 1.650
C -2.989 -3.408 1.772
C 0.411 -3.426 2.013
B 3.036 -1.480 2.445
H -1.270 -4.790 0.378
H -2.800 1.128 4.749
H 0.183 -4.411 -0.530
H 0.569 -2.624 2.727
H -4.067 -0.859 1.771
H 2.740 2.060 -3.009
H 1.365 2.975 -3.646
H -4.395 -1.831 0.325
H 1.792 -3.760 -2.916
H -3.736 4.370 1.480
H 2.094 5.282 3.999
H 0.536 5.399 2.040
H -2.265 -0.435 -1.488
H 2.641 -4.605 -1.606
H -3.322 0.877 -2.055
H -1.702 0.496 -5.063
H -3.627 -3.144 2.618
H -2.578 1.840 -4.312
H -3.060 4.778 -0.861
H 0.864 -1.496 -1.797
H -2.163 -3.996 2.151
H 2.157 -0.090 -4.154
H 1.383 -3.812 1.715
H -3.573 -4.002 1.069
H -1.329 -3.558 -0.896
H -1.437 -0.600 3.591
H -1.461 3.255 -1.953
H 3.390 -4.474 -3.200
H 2.865 1.207 2.959
H -0.844 1.978 -4.585
H -3.315 -0.434 0.232
H 5.780 -0.785 -1.598
H -0.146 -4.234 2.497
H -3.038 -0.546 -3.080
H 1.561 2.747 -1.892
H 0.203 3.395 0.653
H -3.622 3.079 3.483
H 0.981 0.850 -5.064
H 0.452 -0.589 -4.183
H 1.251 -2.316 -0.369
*
```

Results
energy relative to the best compared isomer or geometry (same formula, charge and spin)	0.0	kJ/mol
HOMO level	-13.06	eV
HOMO-LUMO gap	8.14	eV

# 5
C35H34Br3N5O13 | the ωB97M-V functional and the def2-TZVPD basis

Geometry as ORCA input:
```
! wB97M-V def2-TZVPD RIJCOSX def2/J DEFGRID3
* xyz 0 1
Br 1.338 -5.337 -0.452
Br 3.404 -5.075 -2.841
Br 0.677 -3.433 -2.928
O -0.864 3.786 1.610
O -2.596 0.684 3.771
O -2.493 -6.556 -0.080
O -2.748 2.959 8.898
O -1.617 -1.087 -8.297
O -1.800 -4.996 1.386
O 1.025 4.635 1.003
O -3.368 -1.242 -7.052
O 2.909 -0.524 -1.665
O 3.191 1.169 -2.958
O -2.063 -4.418 -0.676
O -2.836 -1.452 3.940
O -2.835 5.070 9.337
N -2.602 4.129 8.602
N -2.183 -1.059 -7.221
N 3.603 0.336 -2.171
N -0.028 4.077 0.773
N -2.436 -0.455 3.370
C 2.049 -4.183 -1.805
C -1.177 5.018 4.740
C -1.705 -5.996 2.398
C -1.623 3.743 5.047
C -1.914 3.168 -2.287
C -0.034 -0.982 -0.038
C -0.344 -2.076 0.757
C 7.669 0.420 -1.171
C 7.215 1.202 -2.226
C -0.317 3.715 -0.620
C -0.101 -0.298 -6.209
C -1.376 -5.299 3.701
C 5.447 -0.372 -0.724
C 0.106 -0.101 -3.828
C 0.651 0.048 -5.099
C -1.963 -0.861 -4.779
C 5.015 0.366 -1.808
C -0.551 0.276 0.249
C -1.683 5.707 6.976
C 5.870 1.188 -2.525
C -1.692 -0.646 2.120
C -1.205 -0.535 -3.670
C -0.881 3.007 -3.198
C -1.185 -1.899 1.841
C 0.733 3.539 -1.498
C -1.633 3.550 -0.983
C -2.113 3.430 6.305
C -1.383 -0.758 -6.030
C -2.712 -4.575 -1.930
C -2.159 -5.435 0.173
C -2.093 4.425 7.266
C 0.436 3.135 -2.792
C 6.781 -0.285 -0.371
C -1.227 6.018 5.711
C -1.335 0.459 1.370
H -1.721 6.452 7.760
H -0.904 -6.697 2.150
H -2.945 3.046 -2.591
H -2.202 -5.296 -2.571
H -2.640 -6.549 2.477
H 4.751 -0.985 -0.171
H -0.366 -4.881 3.672
H 1.757 3.591 -1.157
H 1.255 2.960 -3.476
H -1.641 2.999 4.260
H -1.643 -0.563 -2.679
H 7.154 -0.895 0.440
H -2.408 3.578 -0.230
H -1.511 -2.755 2.417
H -2.043 -4.456 3.897
H -0.286 1.106 -0.392
H -1.447 -5.992 4.537
H -3.749 -4.873 -1.780
H 0.697 0.134 -2.951
H -2.669 -3.616 -2.441
H -2.994 -1.157 -4.648
H 0.109 -3.041 0.586
H 2.522 -3.338 -1.326
H 0.552 -1.110 -0.941
H -1.711 1.445 1.609
H 1.696 0.326 -5.140
H -0.840 5.263 3.742
H 5.455 1.817 -3.301
H -1.113 2.761 -4.227
H 7.900 1.777 -2.830
H 0.356 -0.181 -7.180
H -0.825 7.001 5.509
H -2.520 2.452 6.509
H 8.727 0.354 -0.948
*
```

Results
energy relative to the best compared isomer or geometry (same formula, charge and spin)	0.0	kJ/mol
HOMO level	-9.65	eV
HOMO-LUMO gap	8.27	eV

# 6
C37H74ClNO14P | the ωB97M-V functional and the def2-TZVPD basis

Geometry as ORCA input:
```
! wB97M-V def2-TZVPD RIJCOSX def2/J DEFGRID3
* xyz 1 1
Cl 5.703 2.789 -1.238
P 3.639 2.473 -1.738
O -9.874 -5.228 -0.592
O -7.902 -4.263 -0.634
O 8.654 -4.687 0.814
O 3.730 0.790 -4.422
O 8.544 2.491 4.166
O 9.839 2.735 5.923
O 6.501 -4.708 1.242
O 7.318 -3.109 -0.189
O -8.330 1.165 -1.264
O 2.585 3.112 -0.458
O 7.644 2.150 6.253
O -10.193 2.353 -0.630
O -8.376 -5.722 1.077
O -8.102 3.292 -0.765
N 4.714 -0.120 -0.028
C 9.999 2.775 7.339
C -4.359 4.139 1.079
C -1.745 3.244 0.987
C 3.287 0.566 -1.891
C -9.135 -0.005 -1.450
C 8.582 2.423 5.521
C 10.281 -2.888 0.936
C 3.352 0.620 2.116
C 2.664 0.486 -3.422
C -9.854 0.046 -2.787
C 0.080 -1.558 -0.792
C -4.829 2.934 2.086
C -2.749 1.152 -0.523
C 3.401 1.997 -5.198
C 9.808 -4.118 0.182
C 4.556 -0.453 -1.522
C 3.483 0.182 0.529
C -10.773 -6.169 -0.007
C 6.374 3.448 3.647
C -0.686 -1.307 -2.235
C 2.570 -0.479 3.054
C -8.687 4.544 -0.415
C -6.586 -4.062 -0.104
C 7.474 -4.075 0.542
C 1.734 -1.450 -0.906
C -8.995 2.275 -0.856
C -8.688 -5.125 0.058
C -3.375 -0.698 -2.485
C 5.212 -4.113 1.103
C -2.765 4.520 1.146
C -2.239 -1.786 -2.032
C 2.306 0.065 -0.636
C 2.203 1.756 -6.324
C -3.045 0.861 -2.109
C -1.799 2.529 -0.487
C -5.669 -5.205 -0.501
C 7.270 2.224 3.568
H -2.478 5.326 0.324
H -5.359 3.352 3.043
H 9.536 -2.087 0.892
H -8.455 -0.864 -1.436
H 6.131 3.694 4.685
H -3.673 -0.758 -3.635
H 2.166 -2.216 -0.112
H -5.683 -5.352 -1.586
H -2.138 0.313 0.018
H 11.065 2.885 7.558
H 2.269 -0.593 -3.711
H -2.409 -2.209 -0.929
H -0.690 2.256 -0.831
H -10.402 -7.186 -0.165
H 9.607 -3.894 -0.872
H -0.643 3.678 1.116
H 4.469 0.747 2.516
H -9.837 -0.136 -0.618
H -9.288 4.920 -1.249
H -2.199 3.279 -1.325
H 1.830 1.310 -3.480
H -2.184 1.256 -2.806
H -10.916 -5.971 1.061
H -11.740 -6.070 -0.507
H 6.797 1.347 4.026
H 5.190 -3.147 1.617
H -4.370 -0.988 -1.893
H 9.469 3.640 7.749
H -0.544 -0.234 -2.678
H 4.386 2.302 -5.790
H -3.941 2.226 2.426
H -0.340 -0.919 0.094
H -0.165 -2.050 -3.009
H -6.210 -3.128 -0.533
H 2.571 1.036 -7.176
H 1.934 2.834 -6.727
H 10.592 -4.883 0.205
H -1.860 2.415 1.805
H 3.056 2.918 -4.555
H 2.843 1.667 2.237
H 3.075 -1.552 3.059
H -6.617 -3.927 0.983
H 10.436 -3.121 1.995
H 4.480 -4.774 1.577
H -5.553 2.233 1.450
H 7.457 1.978 2.518
H -2.569 5.029 2.197
H -4.962 5.110 1.422
H 4.403 -1.606 -1.706
H 1.241 1.362 -5.765
H 6.879 4.323 3.224
H 2.006 -1.878 -1.968
H 11.217 -2.512 0.514
H -4.642 -5.005 -0.183
H -3.748 1.288 0.108
H -5.993 -6.147 -0.049
H -7.878 5.255 -0.223
H 9.647 1.849 7.806
H 2.647 -0.093 4.182
H 1.413 -0.550 2.792
H -9.143 0.219 -3.601
H 5.440 3.280 3.104
H 1.334 0.728 -0.436
H -4.675 3.927 -0.034
H -9.293 4.461 0.493
H -0.134 -2.700 -0.518
H -10.389 -0.890 -2.975
H -2.387 -2.737 -2.738
H 4.938 -3.998 0.050
H 1.654 2.931 -0.836
H 5.631 -0.129 0.470
H -4.009 1.499 -2.391
H -10.576 0.868 -2.816
H 5.530 -0.244 -2.178
*
```

Results
HOMO level	-11.83	eV
HOMO-LUMO gap	7.76	eV

# 7
C4H5NO | the ωB97M-V functional and the def2-TZVPD basis

Geometry as ORCA input:
```
! wB97M-V def2-TZVPD RIJCOSX def2/J DEFGRID3
* xyz 0 1
O 1.618 -1.174 0.318
N 0.239 -1.321 0.307
C 1.889 0.094 0.057
C 0.780 0.808 -0.231
C -0.275 -0.158 0.003
C -1.773 -0.028 0.114
H 1.096 1.338 -1.116
H -2.214 0.385 -0.794
H -2.063 0.624 0.949
H -2.209 -1.015 0.306
H 2.910 0.446 0.087
*
```

Results
SMILES string	Cc1ccon1
energy relative to the best compared isomer or geometry (same formula, charge and spin)	237.4	kJ/mol
HOMO level	-9.77	eV
HOMO-LUMO gap	10.85	eV

Number 1: E -59374.8204 eV. Number 2: E -92730.6918 eV. Number 3: E -10231.5980 eV. Number 4: E -143669.1676 eV. Number 5: E -281028.6214 eV. Number 6: E -91520.8305 eV. Number 7: E -7764.0664 eV.